# 1
{
  "formula": "C3H4O2",
  "method": "the ωB97M-V functional and the def2-TZVPD basis",
  "e_lumo_ev": 0.283,
  "e_homo_ev": -8.90,
  "e_above_lowest_kj_mol": 255.4,
  "gap_ev": 9.180,
  "species": ["C", "C", "O", "H", "H", "C", "O", "H", "H"],
  "xyz": [[0.9345, 1.3735, -0.5354], [1.1247, 0.2089, 0.0304], [1.4792, -0.7469, 0.6480], [1.4082, 2.1979, -0.1285], [0.0051, 1.3997, -1.1638], [-1.2175, -1.0938, 0.2383], [-0.8635, -0.3332, -0.6168], [-0.6133, -1.8657, 0.8535], [-2.2574, -1.1404, 0.6742]],
  "forces_ev_per_angstrom": [[-2.28, -1.25, -1.35], [1.94, -1.64, 1.77], [-0.69, 1.86, -1.38], [1.00, 1.50, 0.41], [1.54, 0.61, 0.65], [-1.18, -1.51, 2.05], [-0.83, -1.29, 0.17], [0.22, 1.21, -1.41], [0.27, 0.49, -0.90]]
}



# 2
{
  "formula": "C3H4O2",
  "method": "the ωB97M-V functional and the def2-TZVPD basis",
  "e_lumo_ev": 0.613,
  "e_homo_ev": -9.17,
  "e_above_lowest_kj_mol": 226.0,
  "gap_ev": 9.787,
  "species": ["C", "C", "O", "H", "H", "C", "O", "H", "H"],
  "xyz": [[-0.7110, -1.5886, 0.2379], [-1.2536, -0.4496, 0.1561], [-1.7026, 0.6294, 0.0268], [0.2171, -1.5468, 0.8231], [-1.3010, -2.5006, -0.1015], [1.1707, 1.3308, -0.3151], [0.9578, 0.6634, 0.6686], [0.7624, 1.2440, -1.3914], [1.8602, 2.2181, -0.1046]],
  "forces_ev_per_angstrom": [[0.47, -3.82, 0.25], [-1.85, 4.16, -0.74], [0.11, -1.36, 0.16], [-0.46, -0.64, -0.47], [1.19, 1.31, 0.65], [0.99, 1.45, 0.79], [-0.09, -0.04, -1.25], [0.21, -0.45, 1.54], [-0.57, -0.62, -0.92]]
}



# 3
{
  "formula": "C3H4O2",
  "method": "the ωB97M-V functional and the def2-TZVPD basis",
  "e_lumo_ev": 0.746,
  "e_homo_ev": -9.43,
  "e_above_lowest_kj_mol": 182.2,
  "gap_ev": 10.173,
  "species": ["C", "C", "O", "H", "H", "C", "O", "H", "H"],
  "xyz": [[1.2234, -1.0975, -0.1799], [1.5630, 0.1423, -0.1215], [1.8230, 1.2746, -0.0613], [0.3377, -1.4357, 0.3250], [1.8125, -1.8283, -0.6926], [-1.6901, 0.7375, 0.1820], [-1.7481, -0.1929, 0.9300], [-2.3106, 1.6404, 0.3047], [-1.0107, 0.7596, -0.6865]],
  "forces_ev_per_angstrom": [[-0.31, -1.25, -0.03], [0.27, 1.42, 0.12], [0.01, -0.29, -0.04], [-0.27, 0.14, 0.19], [0.34, -0.04, -0.24], [0.00, 0.40, -0.34], [0.00, -0.26, 0.23], [-0.11, 0.00, 0.13], [0.07, -0.12, -0.03]]
}



# 4
{
  "formula": "C3H4O2",
  "method": "the ωB97M-V functional and the def2-TZVPD basis",
  "e_lumo_ev": 0.272,
  "e_homo_ev": -9.29,
  "e_above_lowest_kj_mol": 443.7,
  "gap_ev": 9.557,
  "species": ["O", "C", "C", "C", "O", "H", "H", "H", "H"],
  "xyz": [[2.3868, 0.0903, -0.4930], [1.4337, -0.1003, 0.2388], [0.2177, 0.6658, 0.0497], [-0.9149, 0.0371, -0.6398], [-1.1454, -0.2786, 0.7661], [1.4818, -0.7728, 1.1248], [-0.9923, 0.6045, 1.2098], [-1.7032, 0.6538, -1.0775], [-0.7641, -0.8998, -1.1789]],
  "forces_ev_per_angstrom": [[-0.21, -0.18, 0.20], [0.26, 0.12, -0.21], [0.29, -0.01, -0.36], [0.06, 0.02, -0.16], [0.01, 0.18, 0.23], [-0.01, 0.09, -0.16], [-0.60, -0.28, 0.23], [0.22, -0.05, 0.10], [-0.03, 0.11, 0.13]]
}



# 5
{
  "formula": "C3H4O2",
  "method": "the ωB97M-V functional and the def2-TZVPD basis",
  "e_lumo_ev": 0.867,
  "e_homo_ev": -10.84,
  "e_above_lowest_kj_mol": 88.3,
  "gap_ev": 11.706,
  "species": ["C", "C", "C", "H", "H", "H", "H", "O", "O"],
  "xyz": [[-1.1794, -0.0849, 0.0371], [0.1728, -0.6879, 0.1825], [0.6143, 0.7155, -0.2492], [0.3591, -1.6718, -0.4523], [0.5400, -0.9624, 1.1827], [1.2041, 1.1623, 0.5350], [1.2808, 0.8146, -1.1128], [-2.2621, -0.4894, 0.1738], [-0.7296, 1.2041, -0.2968]],
  "forces_ev_per_angstrom": [[0.71, 0.46, 0.50], [1.45, -2.00, -1.17], [2.28, -0.48, 0.25], [-0.39, 2.38, 0.85], [-0.67, 0.26, -0.15], [-0.17, 0.56, 0.54], [-0.97, 0.01, -0.53], [-1.95, -0.09, -0.05], [-0.29, -1.10, -0.23]]
}



# 6
{
  "formula": "C3H4O2",
  "method": "the ωB97M-V functional and the def2-TZVPD basis",
  "e_lumo_ev": 0.914,
  "e_homo_ev": -10.12,
  "e_above_lowest_kj_mol": 183.5,
  "gap_ev": 11.033,
  "species": ["O", "C", "C", "O", "C", "H", "H", "H", "H"],
  "xyz": [[0.3857, -1.0585, 1.7456], [0.2448, -0.4045, 0.7507], [-0.9759, -0.3473, -0.0917], [-0.3614, 0.5451, -1.0294], [0.9009, 0.6300, -0.3474], [-1.8352, 0.0334, 0.4824], [-1.2126, -1.3434, -0.4856], [1.7403, 0.2794, -0.9820], [1.1341, 1.6763, -0.0611]],
  "forces_ev_per_angstrom": [[1.14, 1.02, -0.68], [-0.02, -0.18, 0.18], [-0.32, -0.18, -0.05], [-0.20, 0.05, -0.03], [0.08, -0.33, 0.54], [0.08, 0.20, -0.48], [-0.11, 0.23, -0.25], [-0.43, -0.19, 0.48], [-0.22, -0.63, 0.30]]
}



# 7
{
  "formula": "C3H4O2",
  "method": "the ωB97M-V functional and the def2-TZVPD basis",
  "e_lumo_ev": 0.144,
  "e_homo_ev": -10.69,
  "e_above_lowest_kj_mol": 138.0,
  "gap_ev": 10.833,
  "species": ["C", "C", "C", "O", "O", "H", "H", "H", "H"],
  "xyz": [[0.6935, 1.0064, 0.0684], [0.1637, 0.0694, -0.7536], [-0.5311, -1.0775, -0.1882], [-0.3849, -2.1151, -0.7940], [-1.2049, -0.7574, 1.0604], [1.2591, 1.9268, -0.0738], [0.5380, 0.9399, 1.1530], [0.2060, -0.0330, -1.7502], [-0.7394, 0.0405, 1.2780]],
  "forces_ev_per_angstrom": [[-0.50, -0.26, -0.11], [0.73, 2.52, 4.33], [-0.04, -0.40, 1.09], [-1.56, 0.46, 1.83], [0.83, -2.72, -2.81], [-0.02, -0.46, -1.02], [0.12, -0.24, -0.31], [0.69, 0.31, -3.53], [-0.25, 0.79, 0.53]]
}



# 8
{
  "formula": "C3H4O2",
  "method": "the ωB97M-V functional and the def2-TZVPD basis",
  "e_lumo_ev": [-0.407, -3.276],
  "e_homo_ev": [-8.83, -9.67],
  "multiplicity": 3,
  "e_above_lowest_kj_mol": 733.7,
  "gap_ev": [8.424, 6.399],
  "s_squared": 2.034,
  "species": ["C", "C", "C", "O", "O", "H", "H", "H", "H"],
  "xyz": [[1.9855, -0.3410, -0.1851], [0.7829, -0.1843, -0.5973], [-2.2852, -0.6996, -0.1710], [-4.3709, -0.3154, 0.3899], [-3.2545, 0.0739, -0.1450], [2.9171, 0.3320, -0.0042], [2.0442, -1.4293, 0.1952], [-1.3122, -0.3648, -0.6925], [-2.2064, -1.6846, 0.2585]],
  "forces_ev_per_angstrom": [[2.28, -1.96, 1.79], [-1.05, 1.44, -0.86], [2.86, 0.27, -1.12], [-1.63, -0.51, 0.91], [1.42, 0.35, -0.84], [-1.97, -0.86, -0.62], [0.86, 1.39, -0.32], [-1.85, 0.06, 0.72], [-0.92, -0.19, 0.34]]
}



# 9
{
  "formula": "C3H4O2S",
  "method": "the ωB97M-V functional and the def2-TZVPD basis",
  "e_lumo_ev": 0.609,
  "e_homo_ev": -9.85,
  "e_above_lowest_kj_mol": 82.1,
  "gap_ev": 10.461,
  "species": ["O", "C", "S", "C", "C", "O", "H", "H", "H", "H"],
  "xyz": [[-1.3971, -1.2365, 1.9042], [-1.9559, -0.8927, 0.9587], [-2.6916, -0.4376, -0.2898], [0.8724, 0.2772, -0.9922], [0.6554, 0.3539, 0.5106], [1.3250, -0.1799, 1.2715], [0.0778, 0.5955, -1.7582], [1.3264, -0.6759, -1.2664], [1.6554, 0.9456, -1.0939], [0.1322, 1.2505, 0.7554]],
  "forces_ev_per_angstrom": [[-0.02, -0.11, 0.20], [0.89, -0.74, 1.83], [-1.15, 0.71, -1.94], [-1.90, -1.66, -1.08], [-1.30, 3.15, -4.80], [2.78, -3.29, 3.80], [0.84, -0.56, 1.61], [-0.32, -0.17, -0.07], [1.70, 1.74, -0.37], [-1.52, 0.94, 0.82]]
}



# 10
{
  "formula": "C3H4O2S",
  "method": "the ωB97M-V functional and the def2-TZVPD basis",
  "e_lumo_ev": -1.481,
  "e_homo_ev": -9.39,
  "e_above_lowest_kj_mol": 301.7,
  "gap_ev": 7.906,
  "species": ["C", "O", "C", "O", "C", "S", "H", "H", "H", "H"],
  "xyz": [[1.6961, 0.1571, 0.1154], [0.5646, -0.5990, -0.2401], [-0.5627, 0.1085, -0.1320], [-0.5608, 1.3534, -0.2148], [-1.9374, -0.6048, -0.0246], [-3.3614, 0.1731, 0.0029], [1.1717, 0.9983, 0.9987], [2.0571, 0.5682, -0.9024], [2.4967, -0.5203, 0.7514], [-1.5638, -1.6345, -0.3545]],
  "forces_ev_per_angstrom": [[0.95, 1.61, 2.76], [-1.65, -1.52, 0.85], [-1.55, 4.83, -0.37], [0.16, -2.89, 0.42], [2.22, -0.72, -1.91], [1.44, -1.21, 0.30], [2.50, -2.00, -3.07], [0.05, -0.04, 2.29], [-2.09, 1.54, -2.14], [-2.04, 0.41, 0.87]]
}



What maximum force values result from the calculations? In sequence: 0.060 0.090 0.028 0.014 0.053 0.033 0.098 0.068 0.114 0.099 hartree/bohr.